Entry from the OMol25 dataset: C22H28N6O3S2 in the gas phase at a distorted geometry (ωB97M-V with the def2-TZVPD basis set).

Each atom is followed by the atoms it is bonded to, with distances in Å.
Element x y z (Å)
1 C 4.39 0.38 -0.02  C2 1.531, H34 1.087, H35 1.086, H36 1.088
2 C 4.08 -0.68 -1.08  C1 1.531, C3 1.530, C4 1.527, N5 1.461
3 C 4.97 -1.91 -0.89  C2 1.530, H37 1.088, H38 1.087, H39 1.086
4 C 4.26 -0.10 -2.48  C2 1.527, H40 1.087, H41 1.088, H42 1.088
5 N 2.68 -1.07 -0.97  C2 1.461, C6 1.332, H43 1.015
6 C 2.11 -1.60 0.12  N5 1.332, O7 1.217, C8 1.549
7 O 2.67 -1.87 1.17  C6 1.217
8 C 0.59 -1.84 -0.04  C6 1.549, C9 1.498, N14 1.469, H44 1.099
9 C 0.25 -2.75 -1.18  C8 1.498, C10 1.362, S13 1.730
10 C -1.00 -3.06 -1.63  C9 1.362, C11 1.412, H45 1.076
11 C -0.98 -3.98 -2.70  C10 1.412, C12 1.356, H46 1.075
12 C 0.27 -4.38 -3.02  C11 1.356, S13 1.719, H47 1.072
13 S 1.47 -3.62 -2.05  C9 1.730, C12 1.719
14 N -0.16 -0.58 -0.13  C8 1.469, C15 1.448, C21 1.348
15 C -0.46 0.06 1.13  N14 1.448, C16 1.544, H48 1.092, H49 1.089
16 C 0.74 0.91 1.63  C15 1.544, C17 1.535, O20 1.425, H50 1.095
17 C 0.34 1.76 2.84  C16 1.535, C18 1.528, H51 1.090, H52 1.087
18 C -0.01 3.10 2.21  C17 1.528, C19 1.526, H53 1.091, H54 1.087
19 C 1.00 3.15 1.06  C18 1.526, O20 1.418, H55 1.099, H56 1.093
20 O 1.12 1.81 0.60  C16 1.425, C19 1.418
21 C -0.25 0.05 -1.32  N14 1.348, O22 1.218, C23 1.538
22 O 0.35 -0.31 -2.31  C21 1.218
23 C -1.23 1.23 -1.43  C21 1.538, N24 1.429, H57 1.093, H58 1.089
24 N -2.54 0.87 -1.01  C23 1.429, N25 1.307, N33 1.321
25 N -3.30 -0.01 -1.61  N24 1.307, N26 1.282
26 N -4.39 -0.10 -0.95  N25 1.282, C27 1.351
27 C -4.29 0.76 0.09  N26 1.351, C28 1.428, N33 1.333
28 C -5.30 0.96 1.08  C27 1.428, C29 1.370, S32 1.730
29 C -5.27 1.81 2.15  C28 1.370, C30 1.406, H59 1.075
30 C -6.44 1.76 2.92  C29 1.406, C31 1.361, H60 1.075
31 C -7.35 0.87 2.42  C30 1.361, S32 1.715, H61 1.072
32 S -6.79 0.08 1.01  C28 1.730, C31 1.715
33 N -3.12 1.39 0.07  N24 1.321, C27 1.333
34 H 5.40 0.76 -0.15  C1 1.087
35 H 4.30 -0.06 0.97  C1 1.086
36 H 3.69 1.21 -0.10  C1 1.088
37 H 4.74 -2.66 -1.64  C3 1.088
38 H 6.02 -1.64 -0.97  C3 1.087
39 H 4.80 -2.34 0.09  C3 1.086
40 H 5.29 0.20 -2.63  C4 1.087
41 H 3.62 0.77 -2.62  C4 1.088
42 H 4.01 -0.84 -3.23  C4 1.088
43 H 2.07 -0.85 -1.75  N5 1.015
44 H 0.27 -2.32 0.90  C8 1.099
45 H -1.90 -2.62 -1.24  C10 1.076
46 H -1.87 -4.34 -3.19  C11 1.075
47 H 0.58 -5.07 -3.78  C12 1.072
48 H -0.68 -0.71 1.88  C15 1.092
49 H -1.33 0.71 1.05  C15 1.089
50 H 1.58 0.25 1.84  C16 1.095
51 H 1.20 1.87 3.51  C17 1.090
52 H -0.48 1.32 3.40  C17 1.087
53 H -1.03 3.09 1.82  C18 1.091
54 H 0.10 3.94 2.89  C18 1.087
55 H 1.98 3.50 1.42  C19 1.099
56 H 0.69 3.77 0.22  C19 1.093
57 H -1.25 1.50 -2.49  C23 1.093
58 H -0.88 2.07 -0.83  C23 1.089
59 H -4.43 2.45 2.36  C29 1.075
60 H -6.61 2.35 3.80  C30 1.075
61 H -8.32 0.63 2.81  C31 1.072

Computed properties:
gap between HOMO and LUMO	8.86	eV
calculated total energy	-60021.865	eV
structure (SMILES)	CC(C)(C)NC(=O)[C@H](c1cccs1)N(C[C@@H]1CCCO1)C(=O)Cn1nnc(-c2cccs2)n1